Record 1
Below is C5H6O2 as an isolated structure, with properties calculated with ωB97M-V/def2-TZVPD.

Energy (eV): -9371.8873
HOMO-LUMO gap (spin up / spin down) (Ha): 0.2917 / 0.2917
LUMO (spin up / spin down) (eV): -0.13 / -0.13
Energy relative to the best compared isomer or geometry (same formula, charge and spin) (eV): 5.208

Cartesian coordinates (Å):
O (1.5737, 1.6405, -1.0807)
C (1.9843, 0.4264, -0.6790)
C (0.7307, -0.0516, -0.0678)
O (0.5432, -0.6339, 1.1263)
C (-0.8363, -0.9495, 0.7405)
C (-1.5770, 0.3115, 0.6419)
C (-0.6613, -0.1169, -0.5126)
H (2.8088, 0.3900, 0.0687)
H (2.2450, -0.3353, -1.4416)
H (-1.1868, -1.9644, 0.8961)
H (-2.6353, 0.2200, 0.4083)
H (-1.3045, 1.1540, 1.2709)
H (-1.0107, -0.2303, -1.5290)

Forces on the atoms, in the same order (eV/Å):
-0.453 -0.039 0.475
-0.145 -0.478 0.214
0.114 -0.133 -0.157
0.140 0.430 -0.047
-0.313 -0.074 0.190
-0.059 0.100 0.134
0.085 -0.001 -0.406
-0.210 -0.041 -0.005
0.279 0.052 -0.362
0.219 0.247 -0.031
0.215 -0.002 -0.022
0.042 -0.103 -0.122
0.085 0.042 0.140

---

Record 2
Below is one molecule with the formula C18H38O, with properties calculated with ωB97M-V/def2-TZVPD.

Energy (eV): -21330.5978
SMILES: CCCCCCCCCCCCCCCCCCO
HOMO-LUMO gap (Ha): 0.4003
LUMO (eV): 0.91
Energy relative to the best compared isomer or geometry (same formula, charge and spin) (eV): 0.191

Cartesian coordinates (Å):
C (-8.9956, -2.0383, 0.5705)
C (-7.6926, -1.2657, 0.7380)
C (-7.5068, -0.2324, -0.3711)
C (-6.2690, 0.6459, -0.1871)
C (-4.9543, -0.1176, -0.3328)
C (-3.7476, 0.8173, -0.2940)
C (-2.4297, 0.0605, -0.4403)
C (-1.2262, 0.9999, -0.4576)
C (0.0868, 0.2381, -0.6247)
C (1.3048, 1.1543, -0.7610)
C (1.7198, 1.8336, 0.5468)
C (2.4162, 0.8943, 1.5423)
C (3.9404, 1.0289, 1.5577)
C (4.6122, 0.6003, 0.2557)
C (6.1345, 0.6636, 0.3671)
C (6.8512, 0.2774, -0.9281)
C (6.7665, -1.2085, -1.2840)
C (7.5077, -2.1266, -0.3084)
O (6.8785, -2.2765, 0.9426)
H (5.9681, -2.5569, 0.7965)
H (8.4980, -1.7213, -0.0876)
H (7.6374, -3.1147, -0.7776)
H (7.2080, -1.3533, -2.2727)
H (5.7207, -1.5203, -1.3444)
H (7.9061, 0.5478, -0.8399)
H (6.4305, 0.8571, -1.7544)
H (6.4717, 0.0121, 1.1736)
H (6.4198, 1.6863, 0.6262)
H (4.2962, -0.4175, 0.0169)
H (4.2890, 1.2517, -0.5588)
H (4.3352, 0.4139, 2.3708)
H (4.2064, 2.0663, 1.7751)
H (2.1537, -0.1411, 1.3175)
H (2.0542, 1.1070, 2.5507)
H (2.3902, 2.6642, 0.3165)
H (0.8313, 2.2640, 1.0107)
H (1.0776, 1.9234, -1.5036)
H (2.1435, 0.5693, -1.1414)
H (0.0148, -0.3805, -1.5232)
H (0.2221, -0.4343, 0.2249)
H (-1.2094, 1.5724, 0.4716)
H (-1.3372, 1.7094, -1.2814)
H (-2.4487, -0.5169, -1.3681)
H (-2.3249, -0.6474, 0.3855)
H (-3.8329, 1.5492, -1.1011)
H (-3.7466, 1.3675, 0.6501)
H (-4.9573, -0.6605, -1.2812)
H (-4.8609, -0.8509, 0.4700)
H (-6.2939, 1.4422, -0.9356)
H (-6.3050, 1.1194, 0.7970)
H (-8.3898, 0.4114, -0.3981)
H (-7.4445, -0.7452, -1.3340)
H (-7.6937, -0.7583, 1.7056)
H (-6.8583, -1.9688, 0.7307)
H (-9.1116, -2.7727, 1.3644)
H (-9.8477, -1.3625, 0.6013)
H (-9.0088, -2.5601, -0.3841)

Forces on the atoms, in the same order (eV/Å):
0.217 0.041 0.130
-0.183 0.027 -0.279
0.163 0.119 0.331
-0.051 -0.315 -0.216
-0.054 0.480 0.107
0.035 -0.510 -0.047
-0.035 0.507 0.052
0.057 -0.468 -0.002
0.031 0.354 -0.105
-0.060 -0.050 0.123
-0.014 -0.189 -0.088
0.116 0.286 0.105
-0.217 -0.248 -0.187
0.267 0.151 0.386
-0.065 0.065 -0.239
-0.102 -0.152 0.138
0.298 0.124 0.299
0.041 -0.119 -0.632
-0.351 -0.072 0.446
0.081 -0.015 0.018
-0.001 -0.035 -0.082
0.088 0.148 0.051
-0.061 -0.076 -0.052
-0.046 -0.102 -0.094
0.052 0.038 -0.090
0.063 0.082 -0.018
-0.004 0.093 0.055
-0.004 0.041 0.059
-0.084 -0.063 -0.099
-0.064 -0.035 -0.126
0.074 0.042 0.045
0.044 0.044 0.063
-0.055 -0.107 0.056
-0.044 -0.100 0.013
0.000 0.103 0.041
-0.003 0.108 0.004
0.033 -0.021 -0.103
0.080 0.039 -0.071
-0.018 -0.090 0.032
0.004 -0.132 0.015
-0.025 0.116 0.019
-0.001 0.096 -0.010
0.011 -0.093 -0.018
0.006 -0.103 0.003
-0.013 0.094 0.000
-0.004 0.101 0.023
0.001 -0.105 -0.035
0.022 -0.116 -0.009
0.033 0.087 0.039
-0.005 0.099 0.034
-0.074 -0.035 -0.069
-0.061 -0.003 -0.090
0.089 0.005 0.058
0.067 0.010 0.089
-0.097 -0.101 0.034
-0.123 0.034 -0.011
-0.056 -0.075 -0.096